# 1
Below is C12H11BrClNO3 in the gas phase, with properties calculated with wB97M-V/def2-TZVPD.

```
29
C12H11BrClNO3, DFT wB97M-V/def2-TZVPD
O 2.70 2.00 2.40
C 1.68 1.85 1.76
N 0.53 1.46 2.34
C -0.78 1.34 1.79
C -1.54 0.05 1.98
C -1.94 1.28 2.74
H -2.85 1.78 2.47
H -1.72 1.31 3.80
H -2.18 -0.29 1.19
H -1.04 -0.74 2.52
H -0.91 1.89 0.87
H 0.62 1.26 3.33
C 1.65 2.12 0.25
H 1.16 3.08 0.05
H 2.69 2.16 -0.09
O 0.93 1.15 -0.50
C 1.60 0.02 -0.82
O 2.74 -0.18 -0.54
C 0.71 -0.92 -1.56
C -0.67 -0.74 -1.51
C -1.51 -1.63 -2.15
C -1.01 -2.71 -2.86
C 0.36 -2.89 -2.92
C 1.22 -2.01 -2.28
Cl 2.91 -2.29 -2.40
H 0.77 -3.72 -3.47
H -1.68 -3.40 -3.35
Br -3.39 -1.36 -2.04
H -1.07 0.10 -0.97
```

HOMO-LUMO gap: 9.312 eV
HOMO: -9.33 eV
E_tot: -3778.5525 Eh
LUMO: -0.016 eV
charge: 0
SMILES string: O=C(COC(=O)c1cc(Br)ccc1Cl)NC1CC1

=====

# 2
Below is a molecular structure, C4H6O2S, with properties calculated with wB97M-V/def2-TZVPD.

```
13
C4H6O2S, DFT wB97M-V/def2-TZVPD
C 0.63 -0.16 0.89
C -0.78 0.37 0.73
C -0.79 0.28 -0.71
C 0.64 -0.36 -0.62
H 3.00 0.21 0.80
H 0.55 -1.00 1.58
H -1.49 -0.33 1.07
H -0.94 1.33 0.94
H -0.74 1.22 -1.10
H -1.59 -1.27 -2.00
O -1.85 -0.24 -1.29
O 1.39 -1.09 -1.31
S 1.97 1.02 1.03
```

HOMO-LUMO gap: 9.320 eV
HOMO: -9.10 eV
E_tot: -704.5345 Eh
LUMO: 0.221 eV
charge: 0

=====

# 3
Below is a molecular structure, C27H22BrIN4O3RuS, with properties calculated with wB97M-V/def2-TZVPD.

```
60
C27H22BrIN4O3RuS, DFT wB97M-V/def2-TZVPD
Ru 0.37 0.38 0.85
C -6.56 0.56 -4.12
C -5.49 0.42 -3.07
C -4.84 -0.80 -2.87
C -3.85 -0.93 -1.91
C -3.50 0.19 -1.16
C -4.12 1.41 -1.34
C -5.12 1.52 -2.29
S -2.27 0.02 0.07
O -2.58 -1.08 0.91
O -2.02 1.34 0.65
N -0.79 -0.34 -0.63
C -0.26 0.59 -1.56
C -0.88 1.20 -2.64
C -0.12 2.10 -3.36
C 1.19 2.41 -2.96
C 1.69 1.80 -1.84
N 0.99 0.88 -1.16
H -6.93 -0.42 -4.44
H -6.18 1.08 -4.99
H -7.40 1.13 -3.73
H -5.12 -1.66 -3.46
H -3.37 -1.88 -1.74
H -3.83 2.26 -0.74
H -5.62 2.46 -2.43
H -1.89 0.96 -2.92
H -0.55 2.59 -4.22
H 1.79 3.11 -3.52
H 2.69 2.02 -1.46
O -0.14 0.01 2.64
C -0.28 -1.23 3.13
C -1.21 -1.42 4.15
C -1.41 -2.67 4.70
C -0.68 -3.77 4.25
C 0.25 -3.59 3.25
C 0.47 -2.33 2.68
C 1.49 -2.16 1.67
N 1.64 -1.14 0.84
C 2.76 -1.36 0.06
C 3.29 -2.55 0.43
N 2.49 -3.04 1.43
H -1.78 -0.56 4.49
H -2.14 -2.80 5.49
H -0.85 -4.75 4.67
H 0.79 -4.45 2.88
H 3.08 -0.67 -0.69
H 4.16 -3.09 0.07
H 2.64 -3.88 1.95
Br 3.61 0.11 3.44
C 4.44 1.11 2.07
C 5.76 0.83 1.76
C 6.43 1.57 0.79
C 5.77 2.60 0.13
C 4.45 2.88 0.43
C 3.78 2.13 1.40
I 1.80 2.63 1.80
H 6.27 0.03 2.28
H 7.46 1.34 0.56
H 6.29 3.19 -0.61
H 3.94 3.69 -0.07
```

HOMO-LUMO gap (spin up / spin down): 7.572 / 7.042 eV
HOMO (spin up / spin down): -10.62 / -10.75 eV
E_tot: -4851.4220 Eh
⟨S²⟩: 0.758
LUMO (spin up / spin down): -3.045 / -3.710 eV
charge: +1
2S+1: 2

=====

# 4
Below is a molecular structure, C56H117FHfN6O23S7, with properties calculated with wB97M-V/def2-TZVPD.

```
211
C56H117FHfN6O23S7, DFT wB97M-V/def2-TZVPD
Hf 11.08 11.53 -2.99
C 11.32 16.30 -0.54
C 10.10 15.78 -1.31
C 9.06 16.92 -1.39
C 9.37 17.95 -2.47
C 9.61 17.33 -3.84
C 10.68 16.18 -3.87
N 10.37 15.27 -2.69
O 11.16 14.04 -2.73
C 12.09 16.83 -3.88
C 10.43 15.40 -5.18
C 9.42 14.74 -0.43
H 11.08 16.41 0.52
H 11.77 17.27 -0.76
H 12.18 15.63 -0.44
H 9.10 17.44 -0.44
H 8.04 16.52 -1.49
H 10.12 18.70 -2.24
H 8.59 18.69 -2.62
H 9.80 18.10 -4.59
H 8.70 16.88 -4.24
H 12.12 17.88 -3.60
H 12.53 16.91 -4.87
H 12.81 16.30 -3.25
H 10.11 16.08 -5.98
H 9.58 14.73 -5.07
H 11.25 14.76 -5.52
H 8.64 14.18 -0.96
H 8.95 15.14 0.47
H 10.11 13.95 -0.15
F 10.31 11.16 -0.80
C 8.80 23.65 -4.14
C 9.36 22.54 -3.17
O 10.02 22.78 -2.14
N 9.26 21.28 -3.61
C 8.34 20.84 -4.61
H 9.53 24.43 -4.34
H 7.88 24.09 -3.77
H 8.56 23.38 -5.17
H 9.65 20.54 -3.04
H 7.42 21.38 -4.81
H 8.19 19.79 -4.33
H 8.98 20.84 -5.50
C 13.84 23.79 -2.31
C 13.80 22.48 -1.51
O 14.76 21.85 -1.13
N 12.60 21.98 -1.44
C 12.16 20.72 -0.83
H 14.59 23.63 -3.08
H 14.08 24.61 -1.62
H 12.93 23.89 -2.90
H 11.88 22.53 -1.89
H 12.96 20.31 -0.21
H 11.92 19.87 -1.47
H 11.34 21.01 -0.17
C 14.43 13.63 -5.47
C 14.08 12.30 -4.73
O 13.08 12.22 -4.04
N 14.86 11.24 -4.88
C 16.10 11.23 -5.66
H 14.26 13.53 -6.54
H 15.48 13.84 -5.27
H 13.88 14.51 -5.14
H 14.42 10.38 -4.59
H 16.97 10.99 -5.05
H 16.30 12.09 -6.31
H 16.12 10.39 -6.36
C 10.60 19.30 -7.69
C 9.60 20.30 -8.29
O 8.59 19.94 -8.88
N 9.97 21.62 -8.19
C 9.25 22.65 -8.97
H 10.07 18.86 -6.84
H 11.49 19.75 -7.26
H 10.92 18.55 -8.41
H 10.69 21.85 -7.52
H 9.78 22.91 -9.89
H 9.09 23.57 -8.41
H 8.32 22.27 -9.38
C 13.77 14.80 -11.11
C 13.62 15.74 -10.06
O 12.62 16.45 -10.01
N 14.62 15.79 -9.16
C 14.56 16.41 -7.82
H 14.61 14.13 -10.92
H 14.05 15.36 -12.00
H 12.85 14.23 -11.21
H 15.45 15.23 -9.32
H 13.54 16.25 -7.46
H 14.92 17.42 -7.66
H 15.28 15.79 -7.29
C 13.48 25.13 -6.13
C 14.28 24.09 -6.88
O 14.48 22.89 -6.05
C 13.53 21.96 -5.91
O 12.47 21.84 -6.49
O 13.98 21.13 -5.00
C 13.20 20.03 -4.56
H 14.10 25.42 -5.28
H 12.48 24.82 -5.82
H 13.44 26.05 -6.72
H 15.23 24.52 -7.22
H 13.74 23.71 -7.75
H 13.71 19.52 -3.75
H 12.96 19.19 -5.22
H 12.26 20.44 -4.20
C 9.01 15.72 3.67
C 10.49 15.40 3.80
C 11.29 16.71 3.92
S 10.30 17.71 5.13
O 10.27 19.04 4.62
O 10.80 17.44 6.48
C 8.71 16.85 4.68
H 8.46 14.88 4.10
H 8.58 15.89 2.68
H 10.71 14.86 2.88
H 10.86 14.73 4.57
H 11.46 17.24 2.99
H 12.21 16.56 4.50
H 8.20 17.62 4.09
H 8.16 16.75 5.61
C 5.27 16.06 0.25
C 5.55 16.93 1.46
C 4.86 16.28 2.65
S 4.97 14.43 2.39
O 3.61 13.95 2.34
O 6.02 13.90 3.27
C 5.64 14.59 0.64
H 5.86 16.46 -0.57
H 4.24 16.08 -0.10
H 5.14 17.92 1.25
H 6.61 17.13 1.59
H 3.85 16.55 2.95
H 5.47 16.54 3.52
H 5.50 13.67 0.07
H 6.71 14.61 0.82
C 17.20 17.13 -0.46
C 15.78 17.85 -0.24
C 14.78 17.32 -1.28
S 15.72 16.34 -2.50
O 15.50 16.72 -3.89
O 15.68 14.92 -2.16
C 17.39 16.97 -1.97
H 17.35 16.22 0.11
H 17.95 17.86 -0.17
H 15.92 18.93 -0.25
H 15.44 17.56 0.75
H 14.40 18.14 -1.89
H 14.00 16.66 -0.92
H 17.51 17.93 -2.47
H 18.19 16.38 -2.44
C 15.94 11.03 -0.33
C 15.36 10.68 1.03
C 13.82 10.74 0.88
S 13.57 12.30 -0.18
O 13.19 13.45 0.67
O 12.81 11.97 -1.44
C 15.33 12.42 -0.70
H 15.72 10.40 -1.18
H 17.03 10.97 -0.30
H 15.67 11.42 1.77
H 15.69 9.71 1.39
H 13.12 10.61 1.70
H 13.71 9.88 0.21
H 15.82 13.27 -0.22
H 15.49 12.60 -1.76
C 6.90 14.24 -5.42
C 7.47 12.91 -5.92
C 6.99 11.91 -4.87
S 7.44 12.68 -3.28
O 8.90 12.40 -3.09
O 6.48 12.25 -2.28
C 7.01 14.35 -3.88
H 5.87 14.48 -5.65
H 7.51 15.05 -5.83
H 8.56 12.89 -5.96
H 7.08 12.70 -6.92
H 7.35 10.88 -4.87
H 5.91 11.77 -4.97
H 7.69 15.04 -3.37
H 6.04 14.49 -3.40
C 9.18 15.91 -9.37
C 9.21 14.36 -9.30
C 9.25 13.88 -10.73
S 8.12 15.04 -11.70
O 6.86 14.38 -12.05
O 8.87 15.71 -12.78
C 7.96 16.22 -10.29
H 10.19 16.12 -9.70
H 9.03 16.51 -8.48
H 8.32 14.03 -8.75
H 10.05 13.89 -8.80
H 8.93 12.86 -10.96
H 10.26 14.15 -11.05
H 7.05 15.97 -9.74
H 7.93 17.19 -10.79
C 8.42 21.16 0.00
C 6.92 21.34 0.03
C 6.58 22.17 1.30
S 7.66 21.27 2.57
O 6.93 20.23 3.19
O 8.43 22.26 3.42
C 8.77 20.41 1.38
H 8.77 22.19 -0.03
H 8.63 20.60 -0.91
H 6.49 20.33 0.08
H 6.51 21.79 -0.86
H 5.54 22.06 1.61
H 6.92 23.21 1.37
H 8.47 19.37 1.44
H 9.77 20.64 1.75
```

HOMO-LUMO gap (spin up / spin down): 1.669 / 1.610 eV
HOMO (spin up / spin down): -13.91 / -13.91 eV
E_tot: -7196.9677 Eh
⟨S²⟩: 0.755
LUMO (spin up / spin down): -12.237 / -12.296 eV
charge: +3
2S+1: 2

=====

# 5
Below is a gas-phase ion, C8H6N3O4 (charge -1), with properties calculated with wB97M-V/def2-TZVPD.

```
21
C8H6N3O4, DFT wB97M-V/def2-TZVPD
C -2.89 -0.13 0.23
C -2.38 -1.38 -0.18
C -1.99 0.91 0.25
C -1.09 -1.65 -0.53
C -0.68 0.70 -0.05
C -0.18 -0.55 -0.46
C 1.92 -1.68 0.35
C 0.35 1.71 -0.02
N 1.15 -0.51 -0.58
N 1.60 0.84 -0.41
N 2.82 1.24 -0.07
O 1.52 -2.76 -0.05
O 2.82 2.31 0.52
O 2.57 -1.18 1.26
O 3.77 0.60 -0.44
H -3.92 -0.16 0.42
H -3.12 -2.20 -0.09
H -2.17 1.86 0.60
H -0.79 -2.64 -0.92
H 0.17 2.52 -0.83
H 0.54 2.17 1.01
```

HOMO-LUMO gap: 7.354 eV
HOMO: -4.02 eV
E_tot: -773.6021 Eh
LUMO: 3.331 eV
charge: -1
SMILES string: O=C([O-])N1c2ccccc2CN1[N+](=O)[O-]

=====

# 6
Below is a molecular structure, C52H52INO7P2Ti, with properties calculated with wB97M-V/def2-TZVPD.

```
116
C52H52INO7P2Ti, DFT wB97M-V/def2-TZVPD
Ti -1.56 2.30 -1.28
C -4.29 4.00 -0.92
C -4.59 3.84 -2.38
O -3.57 2.96 -2.87
C -3.91 1.68 -3.42
C -2.67 0.97 -3.87
O -1.51 1.57 -3.24
C -0.88 2.52 -4.15
C 0.25 3.11 -3.31
O -0.44 3.77 -2.06
C -1.11 5.00 -2.41
C -2.18 5.25 -1.31
O -2.79 4.05 -0.85
H -4.62 3.18 -0.27
H -4.73 4.95 -0.50
H -4.55 4.80 -2.86
H -5.59 3.46 -2.65
H -4.51 1.76 -4.33
H -4.55 1.09 -2.76
H -2.51 1.21 -4.92
H -2.60 -0.04 -3.55
H -1.60 3.26 -4.49
H -0.44 1.92 -4.99
H 0.74 3.99 -3.79
H 0.97 2.47 -2.84
H -1.63 4.92 -3.40
H -0.36 5.75 -2.54
H -1.73 5.77 -0.46
H -3.01 5.88 -1.64
C 4.71 0.25 4.96
C 4.31 0.67 3.53
C 5.56 1.52 3.10
C 3.02 1.45 3.48
C 2.95 2.62 4.23
C 1.76 3.28 4.32
C 0.63 2.54 3.91
C 0.66 1.71 2.83
P -1.02 1.57 2.12
C -1.64 -0.05 2.37
C -2.09 -0.55 3.61
C -2.60 -1.81 3.64
C -2.56 -2.60 2.51
C -2.26 -2.12 1.23
C -1.77 -0.82 1.18
C -2.11 2.81 2.91
C -1.67 4.15 2.89
C -2.56 5.24 2.83
C -3.93 4.99 2.88
C -4.39 3.66 2.83
C -3.55 2.63 2.79
C 1.90 0.98 2.79
O 1.96 -0.26 2.09
C 3.23 -0.72 1.67
C 3.33 -1.42 0.44
C 4.52 -2.18 0.38
C 5.31 -2.35 1.50
C 5.28 -1.52 2.62
C 4.29 -0.52 2.55
P 1.86 -1.95 -0.46
C 1.88 -3.73 0.03
C 1.03 -4.27 1.00
C 0.99 -5.64 1.24
C 1.68 -6.52 0.34
C 2.47 -5.97 -0.63
C 2.68 -4.61 -0.75
C 2.61 -1.93 -2.11
C 2.09 -2.78 -3.12
C 2.86 -3.02 -4.28
C 4.06 -2.38 -4.44
C 4.33 -1.25 -3.67
C 3.60 -0.99 -2.49
H 3.92 0.33 5.73
H 5.42 1.01 5.32
H 5.28 -0.68 5.11
H 5.72 2.35 3.81
H 5.53 1.93 2.04
H 6.49 0.88 3.14
H 3.82 2.93 4.75
H 1.81 4.29 4.64
H -0.30 2.66 4.46
H -2.06 0.12 4.47
H -3.09 -2.20 4.54
H -2.74 -3.71 2.62
H -2.42 -2.79 0.36
H -1.50 -0.30 0.24
H -0.61 4.42 3.00
H -2.25 6.30 2.91
H -4.66 5.83 3.00
H -5.46 3.56 2.59
H -3.83 1.58 2.65
H 4.79 -2.67 -0.53
H 5.97 -3.20 1.45
H 6.13 -1.49 3.30
H 0.49 -3.56 1.58
H 0.30 -6.03 2.01
H 1.54 -7.66 0.39
H 2.92 -6.54 -1.45
H 3.40 -4.24 -1.48
H 1.15 -3.21 -2.86
H 2.46 -3.82 -4.95
H 4.82 -2.80 -5.11
H 5.20 -0.56 -3.78
H 3.89 -0.22 -1.80
I -5.26 -6.50 -0.50
C -3.71 -5.77 -1.87
C -3.71 -6.24 -3.21
C -2.88 -5.63 -4.17
C -1.95 -4.69 -3.72
C -1.89 -4.40 -2.37
N -2.72 -4.94 -1.41
H -4.48 -6.99 -3.51
H -3.07 -5.93 -5.27
H -1.19 -4.26 -4.36
H -1.14 -3.79 -1.96
O -0.87 1.98 0.65
O -2.72 1.15 -1.28
```

HOMO-LUMO gap (spin up / spin down): 5.134 / 3.997 eV
HOMO (spin up / spin down): -9.73 / -12.42 eV
E_tot: -4423.2834 Eh
⟨S²⟩: 2.020
LUMO (spin up / spin down): -4.598 / -8.423 eV
charge: +2
2S+1: 3

=====

# 7
Below is C9H16O4 in the gas phase, with properties calculated with wB97M-V/def2-TZVPD.

```
29
C9H16O4, DFT wB97M-V/def2-TZVPD
C -3.38 -1.14 -0.95
C -3.05 -0.49 0.32
C -1.64 0.21 0.45
C -0.66 -0.98 0.54
C 0.69 -0.55 0.78
H 0.54 0.12 1.90
H 1.26 -1.34 1.27
C 1.23 0.53 -0.29
C 0.57 1.92 -0.24
O 0.49 2.51 0.83
O 0.28 2.54 -1.36
H -0.13 3.33 -1.45
C 2.78 0.54 -0.08
C 3.57 -0.45 -0.20
O 3.16 -1.52 -0.97
O 4.71 -0.47 0.39
H 5.33 -1.40 0.13
H 2.93 0.99 1.14
H 3.25 1.59 -0.70
H 1.05 0.11 -1.03
H -0.68 -1.48 -0.47
H -1.11 -1.58 1.49
H -1.61 0.88 -0.32
H -1.84 0.78 1.55
H -3.38 -1.04 0.88
H -3.86 0.34 0.44
H -4.45 -1.66 -1.12
H -2.73 -1.83 -1.20
H -3.32 -0.46 -1.72
```

HOMO-LUMO gap: 10.276 eV
HOMO: -9.92 eV
E_tot: -653.1562 Eh
LUMO: 0.353 eV
charge: 0
SMILES string: CCCCC[C@H](CC(=O)O)C(=O)O

=====

Among the records above, which one has the lowest E_tot?
C56H117FHfN6O23S7

=====

Look up the charge of the seventh one.
0

=====

Which of these has the lowest E_tot?
C56H117FHfN6O23S7